[1]
Entry from the OMol25 dataset: a cluster of 2 separate species, C7H6BrFOS in total in a non-equilibrium geometry (ωB97M-V/def2-TZVPD).

The geometry in XYZ format:
```
17
Properties=species:S:1:pos:R:3:forces:R:3
C -1.78822 -0.43331 -0.06960 1.363 -0.217 -0.099
C -1.45141 -1.06571 1.08909 1.720 -0.235 -0.130
C -0.84010 0.14943 -0.86936 -2.433 0.842 -1.152
C -0.13097 -1.02826 1.48115 3.186 -0.401 1.517
C 0.40456 0.30902 -0.45849 4.499 0.598 1.254
C 0.80371 -0.27795 0.74486 -2.309 -0.976 0.348
C 3.11613 -0.00544 0.76749 2.559 3.652 -1.748
O 2.04667 -0.26265 1.37768 -0.835 -0.127 0.561
F 4.14708 0.28434 1.53914 -0.526 -1.012 0.505
S 3.07765 2.53711 0.03359 -0.359 -0.803 1.896
Br 3.71864 -0.95644 -0.77081 -0.443 0.070 0.139
H -2.72650 -0.52262 -0.43681 -2.938 -0.225 -0.956
H -2.07647 -1.78049 1.50950 -1.380 -0.686 1.090
H -1.08661 0.59578 -1.82817 -0.307 -0.136 0.141
H 0.43726 -1.59515 2.35197 -2.059 1.030 -1.584
H 1.09232 0.91871 -1.03410 0.092 -0.226 0.062
H 2.93656 3.14608 1.34117 0.172 -1.149 -1.844
```
Forces are in eV/Å.

Output
Charge ... 0
Frontier orbital gap (alpha / beta) ... 7.44 / 7.44 eV
E_HOMO (alpha / beta) ... -0.309 / -0.309 Ha
LUMO energy (alpha / beta) ... -0.036 / -0.036 hartree

---

[2]
Entry from the OMol25 dataset: a cluster of 13 separate species, C4H34NO13S in total in a non-equilibrium geometry (ωB97M-V/def2-TZVPD).

The geometry in XYZ format:
```
53
Properties=species:S:1:pos:R:3:forces:R:3
O 0.33405 -1.96707 1.64452 -0.824 0.162 -0.003
C 0.72315 -0.82363 1.58753 0.088 -0.929 -1.190
C 1.55367 -0.35414 0.39918 -1.288 2.189 0.213
C 0.77832 0.77681 -0.40783 -0.397 -1.424 -1.443
C 1.42081 2.14194 -0.55014 -0.095 1.128 1.855
S 3.03731 2.49595 -1.31721 -0.138 -0.901 0.031
N 1.81729 -1.43498 -0.56024 2.923 -0.849 -1.443
H 0.50906 -0.09931 2.37320 0.182 0.239 -0.048
H 2.48237 0.04424 0.85009 -0.449 -0.336 -0.750
H 0.60255 0.36687 -1.40653 0.711 -0.111 -0.271
H -0.30031 0.72981 -0.17060 0.794 0.868 0.816
H 1.61880 2.48921 0.45700 -0.051 0.032 0.488
H 0.75289 2.94112 -0.86841 -0.341 -0.501 -0.573
H 3.71528 1.92339 -0.30014 0.095 0.221 -0.310
H 2.27159 -2.25116 -0.13798 -0.532 0.039 0.355
H 2.52514 -1.17472 -1.32262 -0.780 0.616 1.058
H 1.04867 -1.73304 -1.16813 -0.831 0.107 0.838
H 0.12457 -2.28536 -4.16492 -0.597 -0.267 0.355
H -0.73152 -1.16437 -3.33572 -0.031 -0.686 -0.033
O -0.03568 -1.35992 -3.97903 0.343 0.925 -0.226
H 5.21328 -0.15395 -0.00749 -0.071 0.008 0.116
H 4.71996 -0.60622 1.37884 0.107 0.104 -0.089
O 4.41518 -0.28343 0.52229 0.471 -0.242 -0.055
H -0.88653 -2.39934 -0.10891 0.099 0.073 -0.017
H -1.72597 -1.58648 -1.10537 -0.066 0.065 0.154
O -0.83589 -1.90953 -0.94189 0.055 -0.538 0.119
H 3.38861 -2.51435 2.85161 -0.091 -0.002 0.214
H 1.89316 -2.73382 3.11812 -0.065 0.037 -0.083
O 2.52138 -2.10367 2.74700 1.092 -0.185 0.203
H -3.96269 -2.38100 -0.87399 -0.225 0.035 -0.375
H -3.89705 -1.37886 0.23715 -0.092 0.695 -0.349
O -3.88819 -1.42571 -0.74877 0.119 -1.060 0.594
H -2.80544 -0.09825 1.66748 -0.142 0.159 0.436
H -3.98840 -0.41331 2.68446 0.226 -0.252 0.104
O -3.70314 -0.48269 1.77017 -0.205 -0.308 -0.204
H 2.71453 -0.05617 -3.93140 0.311 0.106 0.206
H 1.44880 -0.72023 -3.42258 0.251 -0.004 0.003
O 2.36063 -0.47566 -3.14053 -0.308 -0.227 -0.152
H -1.78580 1.77363 1.09377 0.121 -0.359 -0.475
H -1.66524 1.51292 2.55731 0.160 -0.312 0.078
O -1.52580 1.05502 1.71441 -0.254 1.000 0.374
H -2.46799 0.60853 -2.88551 0.299 0.111 -0.031
H -2.92646 -0.55130 -2.05077 -0.252 0.180 0.635
O -2.19533 0.08663 -2.11649 -0.181 0.175 -1.226
H -4.26302 1.50893 1.74113 -0.422 -0.378 -0.574
H -4.94344 2.00069 0.38949 0.098 -0.385 0.644
O -4.33299 2.22594 1.10606 0.086 0.996 -0.306
H 1.35783 2.22094 3.71575 0.100 -0.162 0.276
H 2.41702 1.06192 3.70244 -0.206 0.106 0.312
O 2.11264 1.85338 3.24977 0.130 -0.011 -0.607
H -2.08052 1.63503 -1.16526 -0.915 0.052 0.030
H -2.88431 2.95064 -0.59453 -0.293 -0.642 -0.165
O -2.04681 2.51811 -0.77578 1.281 0.640 0.494
```
Forces are in eV/Å.

Output
Charge ... +1
Frontier orbital gap ... 8.63 eV
E_HOMO ... -0.408 Ha
LUMO energy ... -0.091 hartree

---

[3]
Entry from the OMol25 dataset: an isolated molecule of C3H8N2OS in a non-equilibrium geometry (ωB97M-V/def2-TZVPD).

The geometry in XYZ format:
```
15
Properties=species:S:1:pos:R:3:forces:R:3
C 0.11802 0.80648 0.98637 1.571 1.314 0.542
C -0.06461 1.81408 -0.10342 -2.000 2.286 -0.461
C 0.27189 -0.21280 -0.07913 1.972 1.386 -2.368
N 0.37306 0.83789 -1.10717 0.311 0.029 1.066
N -0.57220 -2.80801 -0.21725 -0.131 0.536 1.486
O -2.10300 -0.88616 -1.13115 0.077 1.088 -1.505
S -1.34213 -1.33675 0.02839 -3.326 -3.633 3.461
H 1.05608 1.00596 1.49349 0.335 -0.270 0.146
H -0.60685 0.82199 1.75007 -1.225 -0.643 0.659
H -1.18397 2.10842 -0.15647 1.641 -0.317 -0.335
H 0.53458 2.74666 0.00507 -0.348 -0.592 -0.412
H 1.12949 -0.84773 0.04851 0.075 -0.848 -0.289
H -0.10331 0.79257 -1.99877 0.016 -0.269 0.277
H -1.02336 -3.68081 0.11216 0.292 1.130 -1.044
H -0.17975 -2.65914 -1.11455 0.739 -1.198 -1.223
```
Forces are in eV/Å.

Output
<S²> ... 2.01
Multiplicity ... 3
Charge ... 0
Frontier orbital gap (alpha / beta) ... 5.01 / 7.04 eV
E_HOMO (alpha / beta) ... -0.149 / -0.345 Ha
LUMO energy (alpha / beta) ... 0.035 / -0.086 hartree

---

[4]
Entry from the OMol25 dataset: a cluster of 2 separate species, C6H13O2 in total in a non-equilibrium geometry (ωB97M-V/def2-TZVPD).

The geometry in XYZ format:
```
21
Properties=species:S:1:pos:R:3:forces:R:3
C -0.05657 -0.09259 -1.38475 1.474 0.670 -0.551
C -0.21766 0.00857 -2.87285 0.746 0.761 -1.957
C 1.12180 0.94373 -0.98951 0.444 -1.439 0.548
O 1.48558 1.84271 -1.76861 -0.686 0.002 -0.067
O 1.66316 0.59233 0.08734 -0.066 0.402 0.341
H -0.91096 0.09561 -0.74237 -0.303 -0.004 -0.298
H 0.36318 -1.09160 -1.17467 -0.314 0.424 0.338
H 0.75261 -0.25542 -3.34097 -0.261 -0.333 0.378
H -0.23399 1.05011 -3.26389 -0.629 -0.381 0.659
H -0.94722 -0.59210 -3.41942 -0.411 -0.093 0.398
C -0.80806 -0.77566 1.74969 0.154 0.091 0.951
C -2.23910 -1.25774 1.69128 -0.685 -0.240 -0.414
C -0.26346 -0.68886 3.19620 0.229 0.612 -0.621
H -0.16550 -1.41197 1.14416 0.066 0.004 0.127
H -0.70525 0.22138 1.33071 0.073 -0.066 -0.185
H -2.42089 -1.84401 0.77951 -0.051 0.280 0.054
H -2.96388 -0.42737 1.70032 0.156 -0.304 0.128
H -0.59449 0.24972 3.68747 0.164 -0.491 -0.204
H -0.55389 -1.52299 3.84048 0.059 -0.097 -0.169
H -2.46762 -1.93960 2.51728 -0.037 0.132 0.050
H 0.82515 -0.65326 3.07263 -0.123 0.071 0.494
```
Forces are in eV/Å.

Output
Charge ... -1
Frontier orbital gap ... 7.42 eV
E_HOMO ... -0.140 Ha
LUMO energy ... 0.133 hartree

---

[5]
Entry from the OMol25 dataset: an isolated molecule of C3H9N3S in a non-equilibrium geometry (ωB97M-V/def2-TZVPD).

The geometry in XYZ format:
```
16
Properties=species:S:1:pos:R:3:forces:R:3
C -1.67352 -1.16755 -0.34528 -3.042 1.822 -1.296
C -1.39703 1.15487 0.01430 -1.345 0.975 2.020
C 1.29708 -0.38716 0.87844 1.520 0.899 -1.452
H -2.35855 -0.57695 -1.05200 0.376 -1.987 0.083
H -2.37867 -1.23151 0.55314 1.572 -0.327 -0.574
H -1.27658 -2.08406 -0.75730 -0.335 -0.342 0.132
H -2.04224 1.55933 -0.76495 0.489 -0.579 -0.863
H -0.72519 2.05000 0.29700 -0.697 -1.915 -0.242
H -2.32509 1.07408 0.88579 3.031 -0.302 -1.768
H 1.95845 -0.50212 1.70868 -0.283 -0.193 1.186
H 1.70952 -0.39188 -1.22542 1.012 0.947 3.040
H 3.93672 1.31707 -0.50735 0.029 -2.640 0.966
N -0.65554 -0.16347 -0.30938 -0.329 2.751 2.535
N 0.04361 -0.38362 0.95129 -0.015 -0.490 0.244
N 2.13257 -0.13055 -0.23025 -3.734 -1.539 -3.148
S 3.75447 -0.13649 -0.09671 1.751 2.921 -0.862
```
Forces are in eV/Å.

Output
Charge ... 0
SMILES ... CN(C)/N=C\NS
Frontier orbital gap ... 9.59 eV
E_HOMO ... -0.327 Ha
LUMO energy ... 0.025 hartree

---

[6]
Entry from the OMol25 dataset: a cluster of 6 separate species, C27H31BrF15IO13 in total in a non-equilibrium geometry (ωB97M-V/def2-TZVPD).

The geometry in XYZ format:
```
88
Properties=species:S:1:pos:R:3:forces:R:3
C 2.14742 -5.67932 0.86640 0.362 0.082 -0.976
C 1.07633 -6.91712 0.95568 -0.325 0.745 -0.343
C 0.66114 -7.37239 2.47460 1.190 -0.592 -0.854
I -0.66173 -5.89149 3.47028 0.818 -0.823 -0.566
C 2.05087 -7.66553 3.29546 1.075 -3.433 -1.552
C 2.85985 -8.87551 2.95904 -0.964 4.218 2.656
Br 2.53470 -10.34098 1.60615 0.584 2.263 2.092
C 4.16165 -8.74227 3.96696 3.209 -3.372 -3.098
O 5.32014 -9.37162 3.73941 -7.833 4.761 2.623
O 3.73855 -7.80578 5.02144 0.913 1.135 -1.936
C 2.80686 -6.80870 4.47072 -2.215 3.610 -0.970
O 2.57198 -5.52760 4.76669 2.274 -9.229 -1.348
H 2.50825 -5.63597 -0.27077 -0.812 -0.009 2.489
H 3.12028 -5.81263 1.50286 -1.939 0.034 -1.060
H 1.69312 -4.62451 1.12499 0.693 -2.280 -0.414
H 1.48582 -7.86805 0.40529 -0.608 1.832 1.170
H 0.11465 -6.57071 0.34908 1.902 -0.845 1.475
H -0.00338 -8.34613 2.36653 1.657 1.964 0.600
C 0.13611 -1.24495 5.12852 -0.214 -0.238 -0.239
C 0.76014 0.02274 4.57467 -0.144 -0.056 0.921
O 0.96422 -0.09079 3.15790 -1.137 0.411 -1.776
C -0.13580 0.13064 2.37031 -1.082 0.411 3.216
O -1.24883 0.40508 2.81159 2.458 -0.598 -1.650
C 0.23134 0.02731 0.89125 0.398 -0.655 -2.448
F 0.99853 -1.06634 0.61358 -0.700 0.922 0.639
F 0.94330 1.10891 0.46283 -0.543 -0.764 0.700
F -0.85726 -0.05872 0.07514 0.821 0.189 1.228
H 0.73882 -2.11871 4.86113 0.042 0.151 0.129
H 0.05154 -1.19120 6.21729 0.057 0.037 -0.137
H -0.86267 -1.40893 4.71215 0.097 0.135 0.121
H 1.74637 0.17191 5.02665 -0.059 -0.030 -0.447
H 0.15969 0.90842 4.81264 0.001 -0.194 -0.282
C 3.50338 0.70371 -1.65638 -0.063 -0.131 0.348
C 4.88137 1.26450 -1.95613 -0.459 -0.294 -0.657
O 5.49927 1.75677 -0.75711 1.132 -0.779 1.428
C 6.08059 0.81531 0.05227 -1.175 -1.807 -2.523
O 6.08776 -0.38805 -0.19423 0.274 2.816 1.059
C 6.73978 1.47721 1.26076 1.073 0.985 2.252
F 5.94049 2.41240 1.85094 0.367 -0.883 -0.801
F 7.89438 2.12159 0.92618 -1.017 -0.668 -0.187
F 7.07007 0.59021 2.24189 -0.530 0.539 -1.345
H 2.88771 1.44991 -1.14419 0.105 -0.017 -0.208
H 3.00008 0.39979 -2.57821 0.093 0.069 0.074
H 3.56533 -0.16534 -0.99399 0.039 0.062 -0.179
H 4.78859 2.11612 -2.63828 0.199 0.035 0.394
H 5.52219 0.52484 -2.44994 -0.035 0.079 0.329
C 0.61116 4.27242 0.45398 0.285 0.241 0.078
C -0.46864 4.44151 -0.59894 0.240 -0.839 0.257
O -0.78150 5.83055 -0.78454 0.679 1.548 -1.215
C 0.07841 6.54138 -1.58120 1.274 -3.111 0.007
O 1.07236 6.05763 -2.11685 -2.284 1.673 1.032
C -0.39708 7.98497 -1.73294 -0.403 2.631 -0.061
F -0.76893 8.54518 -0.54565 0.401 -0.878 -0.879
F -1.48074 8.08420 -2.55520 0.791 -0.526 0.516
F 0.55439 8.80875 -2.25694 -0.731 -1.314 0.497
H 0.31842 4.76388 1.38724 -0.087 -0.140 -0.104
H 0.79571 3.21322 0.65275 -0.107 0.349 -0.062
H 1.55120 4.73276 0.13422 -0.121 -0.137 -0.047
H -1.38783 3.95128 -0.26136 -0.003 0.426 -0.109
H -0.18545 3.97494 -1.54959 0.041 0.313 0.102
C -3.16531 -1.27814 -2.50337 0.392 -0.003 -0.021
C -3.96089 -2.52299 -2.85067 -0.339 0.558 0.574
O -3.28251 -3.29347 -3.85462 1.408 -1.478 0.010
C -2.26106 -4.09401 -3.41285 -1.138 1.452 2.742
O -1.91134 -4.17052 -2.23781 -0.436 -0.211 -2.936
C -1.66219 -4.89070 -4.57031 1.235 -1.314 -1.990
F -1.43243 -4.12371 -5.67516 -0.352 -0.323 1.190
F -2.48229 -5.90268 -4.97480 0.359 0.960 0.684
F -0.46829 -5.47040 -4.25882 -1.279 0.788 0.183
H -2.95087 -0.69506 -3.40461 -0.182 -0.045 0.088
H -3.71613 -0.65110 -1.79705 0.022 -0.101 -0.094
H -2.20065 -1.53706 -2.05592 -0.206 -0.009 0.045
H -4.92826 -2.23201 -3.27341 0.284 -0.265 -0.215
H -4.16760 -3.13333 -1.96390 0.253 -0.010 -0.225
C -5.32826 7.78626 -2.39275 -0.320 0.007 0.217
C -4.57400 6.48227 -2.57688 0.111 0.609 -0.638
O -4.75185 5.62920 -1.43565 -1.337 -1.439 0.570
C -5.92464 4.92086 -1.38888 -0.228 1.717 -2.845
O -6.79969 4.98932 -2.24822 1.803 -0.559 2.352
C -5.96174 4.02167 -0.15471 -0.350 -1.411 2.242
F -5.56710 4.66777 0.98043 -0.272 -0.215 -1.239
F -5.13862 2.94162 -0.28221 -0.497 0.983 -0.347
F -7.20375 3.52426 0.10697 1.144 0.756 -0.722
H -5.03362 8.27200 -1.45709 0.118 -0.040 -0.179
H -5.13158 8.46813 -3.22450 0.033 -0.114 0.094
H -6.40758 7.61432 -2.33485 0.158 -0.016 -0.134
H -3.50141 6.68871 -2.65500 -0.206 -0.274 0.319
H -4.87081 5.96810 -3.49837 -0.130 -0.034 0.317
```
Forces are in eV/Å.

Output
Charge ... 0
SMILES ... CC[C@H](I)C1=C(Br)C(=O)OC1=O.CCOC(=O)C(F)(F)F.CCOC(=O)C(F)(F)F.CCOC(=O)C(F)(F)F.CCOC(=O)C(F)(F)F.CCOC(=O)C(F)(F)F
Frontier orbital gap ... 7.93 eV
E_HOMO ... -0.360 Ha
LUMO energy ... -0.069 hartree

---

[7]
Entry from the OMol25 dataset: an isolated molecule of H2NPS2 in a non-equilibrium geometry (ωB97M-V/def2-TZVPD).

The geometry in XYZ format:
```
6
Properties=species:S:1:pos:R:3:forces:R:3
N -0.43750 0.29712 -0.69235 -0.001 -0.852 -0.201
P -0.65047 -1.18589 1.89153 0.635 0.367 -0.584
S 2.14373 -0.69353 -0.15311 -0.627 0.234 1.096
S 0.49192 0.16927 0.69974 1.733 -0.662 -0.647
H -0.22372 0.96152 -1.41416 0.803 0.453 0.149
H -1.32396 0.45151 -0.33166 -2.543 0.460 0.187
```
Forces are in eV/Å.

Output
Charge ... 0
SMILES ... NS(#P)=S
Frontier orbital gap (alpha / beta) ... 5.69 / 5.97 eV
E_HOMO (alpha / beta) ... -0.305 / -0.309 Ha
LUMO energy (alpha / beta) ... -0.096 / -0.089 hartree

---

Q: The highest charge belongs to which entry?
A: C4H34NO13S